(1)
DFT (the ωB97M-V functional and the def2-TZVPD basis) results for an isolated molecule of C5H9NO2.

frontier orbital gap	9.59	eV

Last column: Löwdin charge in e.
Positions of all 17 atoms, in Å:
C: 0.5107 0.7269 -0.9331  -0.355
C: -0.8960 0.3544 -1.0993  -0.180
C: 0.1670 -1.2274 0.4545  -0.221
C: 0.6598 -0.4123 1.4625  -0.333
C: 1.1828 -0.1226 0.1650  -0.088
H: 0.1805 2.0446 0.2474  0.063
H: 1.0351 0.5277 -1.9052  0.166
H: -1.5172 1.2609 -1.2417  0.153
H: -1.0270 -0.0854 -2.0246  0.096
H: -1.8992 -1.3206 -0.2460  0.205
H: -0.1875 -2.4050 0.2636  0.205
H: 1.5251 -0.4142 2.1108  0.154
H: -1.1585 -0.0919 1.3379  0.135
H: 2.2134 -0.7457 0.0218  0.198
N: -1.0580 -0.5822 -0.0799  -0.088
O: 0.6677 2.0370 -0.5435  0.018
O: -0.3987 0.4557 2.0097  -0.129

(2)
DFT (the ωB97M-V functional and the def2-TZVPD basis) results for a structure of composition C4H5ErO4.

total charge	+1
multiplicity	5
<S²>	6.008
frontier orbital gap (spin up / spin down)	6.48 / 7.20	eV

Last column: Löwdin spin population.
Positions of all 14 atoms, in Å:
O: -1.1171 -0.1172 2.6549  0.017
C: -1.2065 0.8700 1.8242  0.012
O: -1.1292 2.0627 2.0836  0.003
O: -1.3063 0.4132 0.5382  0.153
Er: -1.0295 -1.7398 1.2712  3.035
C: -0.1258 1.0473 -0.9528  0.268
C: 1.1969 0.5713 -0.8417  0.257
O: 1.5663 -0.7011 -0.5611  0.194
C: 0.6767 -1.7851 -0.5773  0.015
H: -0.1901 2.1353 -1.0318  0.010
H: -0.7607 0.5305 -1.6827  0.011
H: 2.0555 1.2432 -0.8500  0.012
H: 1.2471 -2.6937 -0.3463  0.003
H: 0.1227 -1.8366 -1.5285  0.009

(3)
DFT (the ωB97M-V functional and the def2-TZVPD basis) results for a structure of composition C27H17ClF12NO9Tl.

total charge	-2
frontier orbital gap	6.63	eV

Last column: Löwdin charge in e.
Positions of all 68 atoms, in Å:
Tl: -1.9751 0.3208 0.4702  1.149
C: -0.4500 -5.0856 -4.2573  -0.075
C: -0.4234 -4.0177 -3.1921  -0.293
C: 0.4795 -4.0557 -2.1367  -0.063
C: 0.4648 -3.0840 -1.1618  -0.023
C: -0.4408 -1.9984 -1.1737  -0.217
N: -0.3887 -1.0722 -0.1632  -0.016
C: 0.8008 -0.7963 0.5087  -0.259
C: 1.9669 -0.5329 -0.2208  -0.024
C: 3.1279 -0.1019 0.3847  -0.056
C: 3.1699 0.0956 1.7582  -0.277
C: 4.3968 0.6476 2.4398  -0.062
C: 2.0245 -0.1863 2.4897  0.015
C: 0.8327 -0.6323 1.9126  -0.048
C: -0.4255 -0.9687 2.7739  -0.321
O: -1.5913 -0.3200 2.4717  -0.163
C: -0.6528 -2.5322 2.7095  -0.532
F: -1.4322 -2.8706 1.6861  0.164
F: 0.5026 -3.2145 2.5827  0.137
F: -1.2490 -3.0193 3.8169  0.137
C: -0.2050 -0.6012 4.2769  -0.560
F: 0.1418 0.6846 4.4134  0.155
F: 0.7588 -1.3481 4.8717  0.123
F: -1.3057 -0.7676 5.0084  0.158
C: -1.3898 -1.9673 -2.2342  -0.036
C: -1.3320 -2.9713 -3.2036  -0.004
C: -2.4312 -0.8231 -2.3855  -0.332
O: -3.0312 -0.3774 -1.2423  -0.171
C: -3.6657 -1.2619 -3.2549  -0.552
F: -3.4028 -1.4003 -4.5795  0.113
F: -4.6568 -0.3819 -3.1798  0.168
F: -4.1516 -2.4388 -2.8324  0.153
C: -1.7356 0.3620 -3.1272  -0.545
F: -2.5957 1.3411 -3.4366  0.163
F: -1.1310 -0.0026 -4.2730  0.142
F: -0.7886 0.9024 -2.3472  0.147
H: 0.5402 -5.5255 -4.3984  0.063
H: -0.7752 -4.6775 -5.2171  0.068
H: -1.1356 -5.8998 -4.0014  0.070
H: 1.2011 -4.8658 -2.0685  0.102
H: 1.1638 -3.1481 -0.3381  0.111
H: 1.9214 -0.6422 -1.2981  0.123
H: 4.0021 0.1199 -0.2214  0.105
H: 5.2767 0.5491 1.8011  0.064
H: 4.5996 0.1286 3.3796  0.070
H: 4.2740 1.7093 2.6704  0.076
H: 2.0888 -0.0436 3.5563  0.107
H: -2.0252 -2.9424 -4.0309  0.106
O: -5.8049 1.3500 -0.1697  -0.318
Cl: -4.7970 1.5666 0.8257  0.696
O: -5.2904 2.3970 1.8873  -0.324
O: -4.3276 0.2830 1.3717  -0.378
O: -3.6049 2.1876 0.2180  -0.379
O: 0.7496 5.2801 2.4760  0.043
C: 1.4598 4.8109 1.4396  -0.279
C: 2.6561 5.4463 1.0998  -0.036
C: 3.4200 4.9716 0.0470  -0.115
C: 3.0114 3.8594 -0.6845  -0.107
C: 1.8236 3.2297 -0.3448  -0.020
C: 1.0367 3.6910 0.7043  -0.051
C: -0.2378 2.9846 1.0784  -0.533
O: -0.9328 3.4499 1.9980  0.051
O: -0.4954 1.9499 0.3905  -0.069
H: -0.0232 4.6397 2.5588  0.070
H: 2.9667 6.3054 1.6821  0.103
H: 4.3507 5.4711 -0.2012  0.088
H: 3.6148 3.4859 -1.5024  0.088
H: 1.4775 2.3543 -0.8813  0.110

(4)
DFT (the ωB97M-V functional and the def2-TZVPD basis) results for a structure of composition C2H3NO2.

frontier orbital gap	10.36	eV

Last column: Löwdin charge in e.
Positions of all 8 atoms, in Å:
C: -0.4681 0.5168 -0.2504  -0.506
C: 0.2574 -0.1750 0.9429  -0.125
N: 0.3432 -0.0149 -1.2249  0.219
O: -1.2602 1.3771 -0.4828  0.117
O: 0.8707 -1.0980 0.0324  -0.072
H: 0.7291 0.6222 1.4505  0.106
H: -0.4560 -0.7190 1.5784  0.128
H: -0.0161 -0.5092 -2.0461  0.132